{
  "formula": "C26H56FN3O27PS",
  "method": "ωB97M-V/def2-TZVPD",
  "charge": 1,
  "lumo_energy_ev": -3.6,
  "homo_energy_ev": -12.305,
  "homo_lumo_gap_ev": 8.691,
  "species": ["C", "C", "O", "N", "C", "N", "C", "C", "N", "P", "O", "O", "O", "S", "O", "O", "F", "H", "H", "H", "H", "H", "H", "H", "H", "H", "H", "H", "H", "H", "H", "C", "O", "C", "O", "O", "C", "H", "H", "H", "H", "H", "H", "C", "O", "C", "O", "O", "C", "H", "H", "H", "H", "H", "H", "C", "O", "C", "O", "O", "C", "H", "H", "H", "H", "H", "H", "C", "O", "C", "O", "O", "C", "H", "H", "H", "H", "H", "H", "C", "O", "C", "O", "O", "C", "H", "H", "H", "H", "H", "H", "C", "O", "C", "O", "O", "C", "H", "H", "H", "H", "H", "H", "C", "O", "C", "O", "O", "C", "H", "H", "H", "H", "H", "H"],
  "positions_angstrom": [[0.46171, -0.47711, 1.59417], [0.31717, -1.05836, 0.23167], [0.96853, -1.94991, -0.21118], [-0.87328, -0.61679, -0.59151], [-1.53811, -1.80333, -1.15682], [-0.69922, 0.50076, -1.50806], [-1.44923, 0.32583, -2.83745], [-1.62277, 1.55822, -3.78096], [-2.96905, 1.68361, -4.29952], [1.03718, 1.02038, -1.72004], [1.56547, 1.49217, -0.45299], [0.85383, 2.07828, -2.86263], [1.71950, -0.23981, -2.36019], [-1.63884, 1.89672, -0.57094], [-2.92465, 1.86480, -1.14711], [-1.40704, 1.71415, 0.79943], [-0.85672, 3.12073, -1.07141], [0.40866, 0.60297, 1.60423], [-0.39177, -0.83849, 2.18371], [1.38232, -0.85534, 2.03195], [-2.57936, -1.59442, -1.38671], [-1.53195, -2.54459, -0.35833], [-1.01394, -2.23859, -2.00991], [-2.45001, -0.01048, -2.59604], [-0.89497, -0.45495, -3.36033], [-1.35463, 2.50429, -3.32414], [-0.95135, 1.42822, -4.63073], [-3.57993, 2.16773, -3.65493], [-3.39357, 0.80071, -4.55170], [1.72945, 2.44532, -3.09493], [2.55616, -0.46308, -1.91719], [-3.77176, 4.54455, 0.50961], [-4.50158, 5.54999, 1.20478], [-5.39192, 6.16661, 0.41823], [-5.57469, 5.91624, -0.74444], [-5.99853, 7.10949, 1.12522], [-6.95929, 7.88088, 0.38906], [-3.05687, 4.13476, 1.22087], [-4.43811, 3.76102, 0.15304], [-3.24236, 4.99191, -0.33346], [-7.75341, 7.24036, 0.01233], [-6.47832, 8.39877, -0.43824], [-7.36123, 8.59838, 1.09661], [-2.45172, 9.00343, -0.23406], [-2.54108, 9.64251, -1.50807], [-2.33574, 8.82647, -2.53798], [-2.07216, 7.64893, -2.46071], [-2.45772, 9.52259, -3.66013], [-2.25332, 8.76960, -4.86055], [-2.61989, 9.77009, 0.51539], [-3.21040, 8.22724, -0.14285], [-1.46332, 8.56955, -0.09340], [-2.98429, 7.96714, -4.93681], [-1.24571, 8.35854, -4.88567], [-2.38705, 9.47448, -5.67448], [-0.17003, -4.97055, 1.89236], [-1.16252, -5.83131, 2.44532], [-2.12858, -5.18401, 3.10510], [-2.20759, -3.98506, 3.21656], [-2.96417, -6.07964, 3.60550], [-4.05370, -5.53311, 4.36337], [0.54362, -5.61025, 1.38089], [-0.61956, -4.28394, 1.17557], [0.33532, -4.40858, 2.67668], [-4.66418, -4.88588, 3.73750], [-3.67822, -4.97789, 5.21982], [-4.63343, -6.38700, 4.69699], [0.08042, 6.16600, -3.08019], [1.16554, 7.03851, -3.39639], [2.11748, 6.45550, -4.12314], [2.12930, 5.29130, -4.45454], [3.04820, 7.35396, -4.40318], [4.14741, 6.86589, -5.18357], [-0.61631, 6.72582, -2.46483], [-0.42112, 5.83449, -3.98814], [0.46616, 5.30383, -2.53388], [3.79877, 6.50276, -6.14782], [4.66798, 6.07103, -4.65356], [4.80742, 7.71567, -5.32139], [3.78623, -7.84831, -2.59272], [3.78109, -6.45306, -2.93218], [2.65006, -5.82302, -2.65843], [1.65998, -6.30101, -2.16726], [2.78434, -4.53770, -3.01528], [1.61743, -3.75617, -2.76969], [4.76790, -8.21325, -2.87526], [3.63111, -7.97921, -1.52419], [3.01477, -8.37673, -3.14814], [1.36899, -3.76176, -1.71308], [0.77541, -4.13026, -3.35316], [1.85933, -2.74608, -3.08645], [2.64651, -6.24864, 8.08463], [2.65819, -6.72291, 6.73221], [1.47923, -7.15544, 6.28404], [0.44603, -7.16139, 6.89888], [1.64626, -7.55507, 5.02400], [0.45266, -8.01091, 4.37617], [3.66329, -5.92980, 8.29134], [1.96277, -5.40860, 8.18934], [2.36001, -7.04632, 8.76628], [-0.27953, -7.21008, 4.33504], [0.03390, -8.87571, 4.88624], [0.74961, -8.28840, 3.36924], [3.17729, -4.71984, 4.19323], [4.30250, -3.83338, 4.15723], [5.34358, -4.30367, 3.47023], [5.38735, -5.35753, 2.89140], [6.32425, -3.40350, 3.52861], [7.51714, -3.78716, 2.83474], [2.41360, -4.20998, 4.77556], [2.81024, -4.90556, 3.18393], [3.43481, -5.66021, 4.66840], [7.31391, -3.93390, 1.77576], [7.92909, -4.70031, 3.25877], [8.21335, -2.96576, 2.97175]]
}